Record 1
Below is a cluster of 2 separate species, C10H22BCl4N2O in total, with properties calculated with ωB97M-V/def2-TZVPD.

```
40
Properties=species:S:1:pos:R:3:mulliken_charge:R:1
Cl -6.455 -1.953 1.375 -0.09
Cl -4.774 -0.977 3.505 -0.10
Cl -5.298 -3.802 3.261 -0.08
Cl -3.619 -2.479 1.326 -0.10
O 1.876 -2.649 0.216 -0.64
N 2.051 2.176 -2.237 -0.50
N 0.384 0.415 -2.354 -0.01
C -0.857 -0.311 -0.189 -1.33
C -5.050 -2.305 2.375 0.36
C 2.629 -0.154 -1.772 -1.33
C -0.553 2.314 0.017 -1.48
C -1.433 1.066 0.247 0.92
C 0.380 -0.445 -1.067 -0.79
C 1.776 -0.265 -0.500 0.52
C 2.834 -0.984 1.944 -0.97
C -1.803 0.987 1.733 -1.52
C 1.826 0.805 -2.649 -0.07
B 2.169 -1.368 0.585 0.52
H -2.466 1.805 2.016 0.45
H 0.395 2.123 -0.481 0.39
H -0.899 1.075 2.341 0.40
H -1.089 3.082 -0.543 0.20
H -0.245 1.218 -2.330 0.41
H -0.285 2.775 0.968 0.44
H 1.274 2.791 -2.453 0.21
H -0.635 -0.901 0.704 0.40
H 2.006 0.662 -3.717 0.40
H -1.659 -0.856 -0.694 0.39
H 2.060 -0.762 2.689 0.35
H -2.369 1.208 -0.296 0.45
H 3.458 -1.780 2.349 0.31
H 3.430 -0.074 1.860 0.32
H -2.282 0.042 1.988 0.10
H 0.081 -0.187 -3.118 0.43
H 2.795 -1.116 -2.262 0.36
H 0.346 -1.460 -1.470 0.63
H 3.602 0.285 -1.556 0.46
H 1.700 -3.266 0.929 0.32
H 1.844 0.714 -0.013 0.02
H 2.855 2.551 -2.727 0.27
```

## Properties
**Net charge**: +1
**Maximum force**: 0.83 eV Å⁻¹
**HOMO-LUMO gap**: 10.39 eV
**LUMO energy**: -2.899 eV

***

Record 2
Below is a cluster of 2 separate species, C10H22BFNO in total at a distorted geometry, with properties calculated with ωB97M-V/def2-TZVPD.

```
36
Properties=species:S:1:pos:R:3:mulliken_charge:R:1
F 2.698 0.098 0.456 -0.50
O -0.120 2.165 -0.350 -0.43
N -1.699 -1.379 0.513 -0.36
C 1.788 1.875 -1.912 -0.42
C -4.795 -1.160 2.031 -0.42
C 2.399 -0.664 -2.011 -0.95
C 1.323 0.444 -2.208 -0.46
C -2.812 -1.618 0.638 0.29
C -4.110 -1.568 3.331 -1.10
C -4.242 -1.900 0.810 -0.50
C 1.231 2.500 -0.621 -0.61
C -0.235 1.214 0.704 -0.51
C 4.786 0.303 -1.008 -1.12
B 3.370 -0.526 -0.693 0.47
H 2.867 1.993 -1.928 0.11
H 3.702 -1.660 -0.335 -0.28
H 5.026 0.910 -0.130 0.18
H -4.553 -1.041 4.177 0.32
H 1.402 2.507 -2.715 0.43
H 4.748 0.904 -1.920 0.32
H -4.374 -2.977 0.922 0.28
H -4.214 -2.641 3.509 0.29
H -1.289 1.130 0.943 0.13
H 5.599 -0.420 -1.099 0.29
H 0.336 1.549 1.570 0.30
H 1.244 3.585 -0.784 0.37
H 0.434 0.158 -1.660 0.22
H 1.037 0.422 -3.263 0.38
H 1.886 2.326 0.226 0.29
H -4.681 -0.084 1.888 0.30
H -3.047 -1.325 3.314 0.33
H -4.768 -1.588 -0.093 0.26
H 1.843 -1.602 -1.896 0.22
H -5.866 -1.362 2.110 0.30
H 2.987 -0.804 -2.921 0.26
H 0.100 0.235 0.403 0.31
```

## Properties
**Net charge**: -1
**Maximum force**: 1.44 eV Å⁻¹
**HOMO-LUMO gap**: 6.54 eV
**LUMO energy**: 2.499 eV

***

Record 3
Below is a cluster of 6 separate species, C10H22Cl10FNOP in total at a distorted geometry, with properties calculated with ωB97M-V/def2-TZVPD.

```
46
Properties=species:S:1:pos:R:3:mulliken_charge:R:1
Cl 6.798 -3.882 -1.214 -0.15
Cl -0.340 6.019 -1.400 -0.14
Cl 3.919 -2.077 -2.543 -0.10
Cl 1.102 -1.911 -1.794 -0.10
Cl 0.712 0.415 1.827 -0.04
Cl 1.259 5.149 -3.708 -0.14
Cl 7.957 -1.784 0.467 -0.16
Cl 0.328 0.841 4.696 -0.14
Cl 0.192 2.712 -1.098 -0.11
Cl -0.997 0.597 -2.729 -0.13
P -2.051 -1.175 0.476 0.26
F -2.780 -4.088 1.540 -0.26
O -4.617 0.741 1.922 -0.41
N -3.079 -0.881 1.764 0.12
C 0.228 6.417 -3.028 -0.28
C -2.675 -2.674 -0.344 -0.57
C 2.413 -1.186 -2.745 -0.33
C -2.192 -3.950 0.319 -0.40
C -2.609 -1.504 3.035 -0.83
C 1.415 0.230 3.449 -0.42
C -0.602 2.324 -2.627 -0.39
C -2.542 1.677 2.183 -0.54
C -3.492 0.537 1.940 0.25
C 7.207 -2.165 -1.087 -0.10
H 7.902 -1.915 -1.880 0.30
H -0.714 -1.425 0.812 0.09
H 2.130 -1.201 -3.791 0.33
H 0.070 2.579 -3.438 0.31
H -1.519 2.897 -2.710 0.36
H 6.299 -1.582 -1.185 0.10
H 0.803 7.335 -2.978 0.31
H -3.320 -2.276 3.300 0.24
H -2.598 -0.802 3.861 0.32
H -1.635 -1.980 2.956 0.42
H 2.559 -0.165 -2.409 0.21
H -1.513 1.487 1.928 0.04
H -2.101 -0.169 -0.504 0.05
H 2.344 0.787 3.485 0.36
H -1.108 -3.958 0.413 0.28
H -3.760 -2.680 -0.317 0.36
H -2.909 2.528 1.626 0.33
H -2.602 1.964 3.227 0.30
H 1.601 -0.823 3.629 0.28
H -2.383 -2.710 -1.392 0.46
H -0.632 6.550 -3.674 0.27
H -2.471 -4.822 -0.259 0.37
```

## Properties
**Net charge**: +1
**Maximum force**: 4.97 eV Å⁻¹
**HOMO-LUMO gap**: 10.03 eV
**LUMO energy**: -2.535 eV

***

Record 4
Below is a structure of composition C10H22ClKO7P at a distorted geometry, with properties calculated with ωB97M-V/def2-TZVPD.

```
42
Properties=species:S:1:pos:R:3:mulliken_charge:R:1
K -1.662 -0.136 -0.630 0.82
Cl -2.088 -4.032 2.538 -0.18
P 2.732 -2.865 0.581 0.88
O 3.831 -3.868 0.921 -0.65
O -1.131 1.279 -2.469 -0.49
O 3.236 -1.968 -0.803 -0.33
O 1.254 -3.582 0.175 -0.19
O -2.127 3.414 0.418 -0.34
O 2.188 -0.291 -2.143 -0.40
O 2.568 -1.757 1.862 -0.48
C -2.302 2.428 -0.600 -0.40
C -1.246 2.599 -1.859 -0.40
C -1.139 4.081 2.552 -1.12
C -1.050 -3.850 1.022 0.08
C 0.184 1.036 -3.047 -0.53
C 2.413 -0.772 -0.790 1.02
C 0.518 -4.032 1.357 -0.65
C -1.091 3.030 1.347 0.12
C 1.370 0.878 -1.956 0.02
C -1.365 -2.465 0.303 -0.79
H 2.932 0.015 -0.163 0.25
H -0.720 5.073 2.188 0.28
H -2.329 -2.019 0.793 0.41
H 2.037 1.800 -2.062 0.29
H -1.164 1.958 1.719 0.09
H -1.288 -4.672 0.268 0.34
H 3.470 -1.416 2.040 0.34
H -0.535 3.718 3.443 0.34
H -1.733 3.358 -2.563 0.31
H -0.509 -1.678 0.432 -0.30
H -2.134 1.356 -0.166 0.32
H 0.113 0.023 -3.577 0.34
H -0.094 3.150 0.799 0.14
H -1.587 -2.645 -0.813 0.40
H 0.469 1.778 -3.861 0.29
H 1.388 -1.014 -0.349 -0.57
H 0.826 -3.528 2.320 0.40
H 0.676 -5.153 1.450 0.32
H -2.212 4.287 2.861 0.30
H 0.900 0.958 -0.918 0.04
H -3.333 2.460 -1.087 0.38
H -0.265 3.061 -1.536 0.33
```

## Properties
**Net charge**: +1
**Maximum force**: 6.39 eV Å⁻¹
**HOMO-LUMO gap**: 10.08 eV
**LUMO energy**: -3.370 eV

***

Record 5
Below is a structure of composition C10H22FeOS4, with properties calculated with ωB97M-V/def2-TZVPD.

```
38
Properties=species:S:1:pos:R:3:mulliken_spin:R:1
Fe 0.094 -0.416 -0.048 3.70
S -1.268 -1.582 1.841 0.05
S 1.078 2.053 -0.010 0.06
S 1.959 -0.568 1.824 0.06
S -2.116 1.098 0.026 0.05
O 1.229 -1.715 -1.438 0.05
C 0.521 -2.316 -2.538 0.00
C -1.549 2.675 0.792 0.01
C 2.690 1.098 2.027 0.00
C -0.338 3.213 0.054 0.00
C -3.159 0.404 1.362 0.00
C 1.752 2.241 1.698 0.01
C -0.102 -1.783 3.240 0.00
C -2.379 -0.254 2.482 0.01
C -0.911 -1.818 -2.503 0.01
C 0.954 -0.701 3.365 0.01
H 0.528 0.280 3.577 0.00
H -1.347 2.503 1.848 0.00
H 2.312 3.178 1.734 0.00
H -1.423 -2.155 -3.399 0.00
H 3.061 1.178 3.050 0.00
H -2.373 3.389 0.709 0.00
H 3.542 1.097 1.347 0.00
H -0.923 -0.721 -2.492 0.00
H -3.808 -0.309 0.855 0.00
H 1.004 -2.034 -3.479 0.00
H -3.078 -0.722 3.179 0.00
H 0.003 4.146 0.504 0.00
H 1.641 -0.966 4.174 0.00
H 0.366 -2.750 3.049 0.00
H 0.550 -3.404 -2.427 0.00
H -3.777 1.211 1.755 0.00
H -0.692 -1.851 4.156 0.00
H 0.914 2.314 2.390 0.00
H 2.158 -1.956 -1.522 0.00
H -0.583 3.400 -0.992 0.00
H -1.437 -2.209 -1.628 0.00
H -1.768 0.464 3.030 0.00
```

## Properties
**Net charge**: +2
**Maximum force**: 0.99 eV Å⁻¹
**HOMO-LUMO gap (alpha / beta)**: 9.76 / 8.51 eV
**LUMO energy (alpha / beta)**: -5.707 / -7.435 eV
**2S+1**: 5

***

Record 6
Below is a structure of composition C10H22INO10P2S, with properties calculated with ωB97M-V/def2-TZVPD.

```
47
Properties=species:S:1:pos:R:3:mulliken_charge:R:1
I -2.523 0.681 0.721 -0.07
S -0.473 2.661 -3.256 1.12
P 2.466 0.756 -1.378 0.97
P -0.872 -0.550 -0.577 0.27
O 2.447 0.040 -2.797 -0.50
O -1.140 3.904 -3.376 -0.59
O 2.595 -0.132 -0.227 -0.58
O -1.282 1.740 -2.228 -0.29
O -1.876 -1.322 -1.626 -0.44
O 0.807 2.775 -2.312 -0.29
O -5.150 -1.920 0.991 -0.37
O 5.010 -1.293 3.372 -0.43
O 3.637 1.833 -1.530 -0.55
O -0.115 1.922 -4.418 -0.55
N 0.718 2.208 -0.008 -0.51
C 4.340 -0.726 2.236 -0.26
C -6.656 -2.270 -0.796 -0.53
C -5.186 -2.119 -0.424 -0.25
C 6.475 0.281 2.400 -0.58
C -0.301 0.780 -1.755 -0.87
C 0.857 1.667 -1.328 0.63
C -6.466 -1.657 1.479 -0.41
C 5.049 0.589 1.947 -0.21
C 6.226 -0.593 3.622 -0.49
C -7.330 -1.389 0.254 -0.52
H -6.820 -2.536 2.028 0.26
H 4.972 0.881 0.903 0.10
H 1.292 3.039 0.063 0.29
H -0.238 2.525 0.131 0.30
H 6.998 -0.288 1.628 0.28
H 7.066 1.167 2.630 0.34
H 4.426 -1.417 1.394 0.21
H -0.001 0.217 -2.646 0.63
H 3.382 2.718 -1.262 0.35
H -6.973 -3.308 -0.674 0.27
H -6.428 -0.813 2.168 0.26
H -6.863 -1.968 -1.822 0.33
H -4.739 -1.247 -0.914 0.14
H 3.332 0.026 -3.178 0.33
H -8.380 -1.627 0.419 0.34
H 4.626 1.389 2.561 0.25
H 7.023 -1.316 3.799 0.29
H -7.260 -0.338 -0.037 0.25
H 3.284 -0.602 2.468 0.26
H -4.588 -2.995 -0.674 0.21
H 6.105 0.016 4.526 0.27
H -1.472 -1.389 -2.496 0.33
```

## Properties
**Maximum force**: 0.77 eV Å⁻¹
**HOMO-LUMO gap**: 8.90 eV
**LUMO energy**: -0.198 eV

***

Copy entry 5 word for word.
Below is a structure of composition C10H22FeOS4, with properties calculated with ωB97M-V/def2-TZVPD.

```
38
Properties=species:S:1:pos:R:3:mulliken_spin:R:1
Fe 0.094 -0.416 -0.048 3.70
S -1.268 -1.582 1.841 0.05
S 1.078 2.053 -0.010 0.06
S 1.959 -0.568 1.824 0.06
S -2.116 1.098 0.026 0.05
O 1.229 -1.715 -1.438 0.05
C 0.521 -2.316 -2.538 0.00
C -1.549 2.675 0.792 0.01
C 2.690 1.098 2.027 0.00
C -0.338 3.213 0.054 0.00
C -3.159 0.404 1.362 0.00
C 1.752 2.241 1.698 0.01
C -0.102 -1.783 3.240 0.00
C -2.379 -0.254 2.482 0.01
C -0.911 -1.818 -2.503 0.01
C 0.954 -0.701 3.365 0.01
H 0.528 0.280 3.577 0.00
H -1.347 2.503 1.848 0.00
H 2.312 3.178 1.734 0.00
H -1.423 -2.155 -3.399 0.00
H 3.061 1.178 3.050 0.00
H -2.373 3.389 0.709 0.00
H 3.542 1.097 1.347 0.00
H -0.923 -0.721 -2.492 0.00
H -3.808 -0.309 0.855 0.00
H 1.004 -2.034 -3.479 0.00
H -3.078 -0.722 3.179 0.00
H 0.003 4.146 0.504 0.00
H 1.641 -0.966 4.174 0.00
H 0.366 -2.750 3.049 0.00
H 0.550 -3.404 -2.427 0.00
H -3.777 1.211 1.755 0.00
H -0.692 -1.851 4.156 0.00
H 0.914 2.314 2.390 0.00
H 2.158 -1.956 -1.522 0.00
H -0.583 3.400 -0.992 0.00
H -1.437 -2.209 -1.628 0.00
H -1.768 0.464 3.030 0.00
```

## Properties
**Net charge**: +2
**Maximum force**: 0.99 eV Å⁻¹
**HOMO-LUMO gap (alpha / beta)**: 9.76 / 8.51 eV
**LUMO energy (alpha / beta)**: -5.707 / -7.435 eV
**2S+1**: 5